No. 1
Entry from the OMol25 dataset: a cluster of 12 separate species, C35H45N12O5P in total (the ωB97M-V functional and the def2-TZVPD basis).

Last column: Löwdin charge in e.
Positions of all 98 atoms, in Å:
1 O -0.292 -2.817 1.791  0.0479
2 C 0.192 -2.376 0.716  -0.2594
3 C -0.486 -1.074 0.074  -0.1698
4 O -1.905 -1.311 -0.152  -0.2020
5 P -2.241 -1.753 -1.758  0.6616
6 O -3.751 -1.488 -1.966  -0.3056
7 O -1.425 -0.764 -2.904  -0.1563
8 O -1.864 -3.373 -2.125  -0.1974
9 C -2.910 -4.264 -1.611  -0.3073
10 C -2.707 -4.729 -0.184  0.0154
11 C -3.718 -5.707 0.446  -0.0057
12 C -4.829 -6.068 -0.559  -0.0481
13 C -4.830 -5.429 -1.937  -0.1161
14 N -3.928 -4.524 -2.559  0.1184
15 C 1.469 -3.101 0.077  -0.0966
16 C 2.915 -2.647 0.458  -0.0110
17 C 4.198 -3.342 -0.149  -0.0729
18 C 4.049 -4.519 -1.152  -0.0643
19 C 2.593 -4.985 -1.506  -0.0641
20 C 1.336 -4.288 -0.906  -0.0268
21 H 0.110 -0.782 -0.855  0.1175
22 H -0.409 -0.168 0.806  0.0912
23 H -0.942 -1.384 -3.514  0.0972
24 H -1.814 -4.364 0.425  0.0917
25 H -3.672 -6.154 1.489  0.1049
26 H -5.646 -6.809 -0.266  0.0992
27 H -5.717 -5.725 -2.615  0.1155
28 H 3.101 -1.786 1.189  0.0761
29 H 5.251 -3.011 0.121  0.0535
30 H 4.950 -5.031 -1.631  0.0856
31 H 2.402 -5.855 -2.228  0.0872
32 H 0.296 -4.665 -1.199  0.0824
33 C 7.262 -1.374 2.363  -0.0813
34 C 6.159 -0.884 1.475  -0.2286
35 N 5.289 -0.497 0.776  0.1446
36 H 7.633 -2.333 1.996  0.0720
37 H 8.081 -0.652 2.370  0.0781
38 H 6.889 -1.501 3.379  0.0633
39 C 2.543 1.470 -0.780  -0.0752
40 C 1.796 1.250 0.500  -0.2202
41 N 1.205 1.076 1.510  0.1316
42 H 3.269 0.669 -0.930  0.0578
43 H 1.845 1.480 -1.620  0.0760
44 H 3.069 2.424 -0.744  0.0395
45 C -2.546 2.303 -1.219  -0.0628
46 C -2.259 3.536 -2.024  -0.2497
47 N -2.033 4.506 -2.658  0.0958
48 H -3.590 2.303 -0.899  0.0592
49 H -2.359 1.414 -1.824  0.0483
50 H -1.903 2.277 -0.338  0.0725
51 C -1.739 0.164 3.285  -0.0659
52 C -2.112 0.170 4.736  -0.2432
53 N -2.415 0.177 5.878  0.1111
54 H -0.946 0.892 3.102  0.0551
55 H -1.385 -0.828 2.995  0.0599
56 H -2.607 0.424 2.677  0.0719
57 C 6.065 4.868 -0.940  -0.0672
58 C 5.442 3.668 -1.586  -0.2513
59 N 4.955 2.719 -2.093  0.1280
60 H 5.774 5.770 -1.480  0.0531
61 H 5.729 4.948 0.095  0.0807
62 H 7.152 4.776 -0.956  0.0777
63 C -5.546 0.821 4.348  -0.0849
64 C -7.007 0.512 4.478  -0.2556
65 N -8.159 0.270 4.580  0.1004
66 H -5.136 0.318 3.470  0.0681
67 H -5.401 1.897 4.239  0.0681
68 H -5.015 0.478 5.238  0.0536
69 C 2.702 4.202 -5.043  -0.0469
70 C 3.183 4.936 -3.830  -0.2058
71 N 3.562 5.514 -2.873  0.1354
72 H 2.023 3.401 -4.747  0.0791
73 H 2.174 4.888 -5.708  0.0824
74 H 3.551 3.770 -5.576  0.0818
75 C 7.255 -4.635 4.708  -0.0587
76 C 6.161 -4.131 3.815  -0.2368
77 N 5.286 -3.739 3.110  0.1512
78 H 7.621 -5.595 4.341  0.0810
79 H 8.081 -3.921 4.723  0.0748
80 H 6.876 -4.763 5.723  0.0819
81 C -7.166 -1.688 -1.503  -0.0656
82 C -8.069 -2.879 -1.625  -0.2591
83 N -8.780 -3.818 -1.721  0.0944
84 H -7.349 -1.179 -0.555  0.0771
85 H -6.123 -2.008 -1.541  0.0449
86 H -7.356 -0.993 -2.322  0.0794
87 C 3.601 8.626 -2.999  -0.0931
88 C 3.884 9.862 -3.800  -0.2553
89 N 4.107 10.836 -4.430  0.1000
90 H 2.559 8.623 -2.676  0.0800
91 H 3.788 7.740 -3.606  0.0293
92 H 4.246 8.597 -2.120  0.0726
93 C -7.716 4.060 1.976  -0.0605
94 C -6.399 3.461 1.579  -0.2357
95 N -5.353 2.992 1.257  0.1140
96 H -8.395 4.061 1.122  0.0806
97 H -8.160 3.475 2.784  0.0749
98 H -7.569 5.086 2.318  0.0798

The charge is 0. The gap between HOMO and LUMO comes out at 8.776 eV. The energy comes out at -2734.982083 Ha.

=====

No. 2
Entry from the OMol25 dataset: a structure of composition C35H45N8O10SeSr (the ωB97M-V functional and the def2-TZVPD basis).

Last column: Löwdin charge in e.
Positions of all 100 atoms, in Å:
1 Sr 1.510 -0.651 -0.388  1.5916
2 O -0.900 -3.899 -2.171  0.0083
3 C -0.082 -3.032 -1.858  -0.6228
4 O -0.226 -2.033 -1.096  -0.1940
5 C 1.319 -3.147 -2.491  -0.1608
6 C 1.640 -4.048 -3.498  0.0020
7 C 2.928 -4.028 -4.012  -0.0557
8 C 3.864 -3.128 -3.513  -0.0069
9 C 3.467 -2.274 -2.496  -0.1798
10 N 2.224 -2.293 -2.026  0.0436
11 C 4.373 -1.204 -1.868  -0.6434
12 O 5.452 -0.962 -2.415  0.0061
13 O 3.879 -0.628 -0.848  -0.1812
14 H 0.879 -4.731 -3.849  0.1123
15 H 3.207 -4.713 -4.804  0.1002
16 H 4.878 -3.076 -3.884  0.1104
17 O 1.456 -2.347 1.394  -0.0756
18 C 0.884 -2.325 2.473  -0.1919
19 C 0.414 -1.144 3.170  -0.1125
20 C 0.179 -1.248 4.534  0.0396
21 C -0.063 -0.118 5.287  -0.1830
22 C -0.029 1.160 4.692  -0.0127
23 C 0.132 1.283 3.347  -0.0100
24 C 0.257 0.129 2.494  -0.3768
25 O 0.200 0.219 1.247  -0.1937
26 N -0.326 -0.242 6.694  -0.3739
27 O -0.399 -1.364 7.180  0.0332
28 O -0.475 0.782 7.349  0.0313
29 H 0.754 -3.274 3.028  0.1315
30 H 0.223 -2.213 5.024  0.1246
31 H -0.149 2.027 5.327  0.1145
32 H 0.154 2.252 2.865  0.1172
33 N 1.202 0.480 -4.196  0.1913
34 C 1.798 0.875 -3.042  -0.6538
35 N 3.112 1.244 -3.098  0.1932
36 O 1.139 0.954 -2.004  -0.1408
37 H 1.739 0.205 -4.998  0.1018
38 H 0.261 0.128 -4.090  0.0746
39 H 3.674 0.872 -3.848  0.1062
40 H 3.578 1.184 -2.200  0.0844
41 C 4.112 -0.003 2.463  -0.0430
42 N 4.712 1.073 1.687  -0.1333
43 C 5.978 0.666 1.076  -0.0564
44 C 3.803 1.787 0.923  -0.4978
45 O 2.626 1.456 0.819  -0.0213
46 N 4.266 2.936 0.334  -0.1315
47 C 5.430 3.662 0.786  -0.0694
48 C 3.400 3.642 -0.588  -0.0461
49 H 4.867 -0.383 3.152  0.0907
50 H 3.772 -0.824 1.825  0.0802
51 H 3.265 0.373 3.034  0.0900
52 H 5.851 -0.274 0.534  0.0806
53 H 6.732 0.548 1.856  0.0869
54 H 6.323 1.403 0.359  0.0746
55 H 5.818 3.217 1.698  0.0848
56 H 5.147 4.698 0.998  0.0843
57 H 6.223 3.677 0.031  0.0866
58 H 2.507 3.050 -0.769  0.0755
59 H 3.914 3.817 -1.537  0.0872
60 H 3.104 4.609 -0.170  0.0883
61 C -5.413 -2.576 -3.185  -0.1235
62 C -5.673 -2.145 -1.746  -0.2648
63 C -4.826 -2.915 -0.734  -0.1809
64 C -3.349 -2.534 -0.747  -0.1591
65 N -3.131 -1.194 -0.226  -0.0044
66 C -2.770 -0.098 -0.936  -0.6706
67 Se -2.584 -0.011 -2.751  0.7058
68 N -2.638 0.931 -0.054  -0.0078
69 C -2.088 2.241 -0.355  -0.1495
70 C -3.135 3.346 -0.246  -0.1841
71 C -4.208 3.277 -1.332  -0.2633
72 C -3.704 3.744 -2.693  -0.1230
73 C -2.927 0.485 1.224  -0.1482
74 C -2.949 1.127 2.450  -0.0154
75 C -3.269 0.363 3.564  -0.0918
76 C -3.545 -0.999 3.456  -0.0876
77 C -3.527 -1.642 2.225  -0.0042
78 C -3.228 -0.871 1.113  -0.1402
79 H -6.083 -2.060 -3.875  0.0662
80 H -5.568 -3.652 -3.300  0.0699
81 H -4.391 -2.343 -3.482  0.0279
82 H -6.731 -2.291 -1.507  0.0991
83 H -5.470 -1.074 -1.647  0.0890
84 H -4.893 -3.986 -0.948  0.1151
85 H -5.229 -2.764 0.272  0.0969
86 H -2.914 -2.578 -1.741  0.0669
87 H -2.758 -3.215 -0.134  0.1280
88 H -1.679 2.180 -1.363  0.0798
89 H -1.254 2.405 0.332  0.1242
90 H -2.616 4.309 -0.303  0.1128
91 H -3.606 3.298 0.739  0.0964
92 H -5.065 3.884 -1.027  0.1002
93 H -4.564 2.246 -1.418  0.0903
94 H -3.277 4.748 -2.627  0.0684
95 H -4.515 3.769 -3.422  0.0674
96 H -2.944 3.064 -3.077  0.0304
97 H -2.697 2.174 2.549  0.1102
98 H -3.278 0.830 4.540  0.1038
99 H -3.763 -1.570 4.349  0.1008
100 H -3.720 -2.702 2.141  0.1097

The charge is -1. The gap between HOMO and LUMO comes out at 7.215 eV. For the relative energy (zero: lowest compared OMol25 entry of this formula, charge and spin), the calculation gives 27.5 kcal/mol. The energy comes out at -4983.644338 Ha.